No. 1
164
Properties=species:S:1:pos:R:3 method="wB97M-V/def2-TZVPD" lumo_ev=1.3 fmax_ev_per_a=2.5 charge=-1 energy_ev=-107158.042 homo_ev=-4.01 spin_multiplicity=1
P 0.58 1.78 -2.36
O 9.51 -3.24 0.80
O -2.99 -4.28 -2.78
O -5.28 -0.95 -5.30
O -3.26 -2.86 -4.44
O -8.25 -1.36 4.28
O -3.52 4.29 7.36
O -4.19 2.03 1.82
O -3.08 -5.44 2.65
O 1.88 3.68 -6.39
O -7.79 2.14 8.80
O 1.94 0.10 -0.68
O 2.86 4.70 -8.75
O 1.91 1.76 4.34
O -4.34 -2.90 2.86
O -2.44 -3.26 -7.45
O -7.10 0.67 6.47
O -9.92 3.49 10.26
O -0.63 -0.42 -6.09
O 12.36 -4.59 0.27
O -3.33 1.21 8.05
O 0.88 -1.91 -1.10
O 9.08 -6.60 2.70
O 7.76 -3.96 3.19
O 7.44 -0.25 -0.06
O 0.83 -2.01 6.70
O -5.62 1.68 4.21
O 1.47 6.29 -0.85
O 0.04 5.69 -9.58
O -2.35 4.40 -0.52
O -7.06 2.43 -8.39
O 3.36 -5.11 -2.10
O 3.14 1.77 -8.77
O -3.97 3.22 -7.65
O -0.95 3.78 -7.60
O 3.96 -3.41 4.04
O 4.92 -1.47 0.80
C 5.39 -3.60 -0.19
C -1.70 -0.71 4.36
C -2.70 0.44 4.33
C 1.73 3.21 -1.96
C -0.09 -0.89 -1.24
C -0.18 1.17 0.15
C -0.35 -0.38 3.72
C -0.76 -1.19 -2.59
C 2.26 3.19 -0.51
C 5.36 -2.81 1.13
C 3.73 -1.11 1.50
C 1.18 1.17 -4.00
C -3.15 -3.01 -3.27
C -3.15 -1.90 -2.26
C 0.34 0.78 1.54
C 0.65 0.49 -1.02
C -0.53 -0.32 2.18
C -2.25 -0.75 -2.66
C 2.28 0.07 -3.98
C -2.26 1.71 5.09
C 2.49 -1.85 0.97
B 2.18 -1.36 -0.57
H -8.63 -2.21 4.54
H 12.75 -5.08 -0.46
H -0.23 6.13 -10.39
H 4.69 -3.11 -0.87
H -2.52 2.59 4.51
H 0.22 1.64 2.21
H -0.27 2.25 0.01
H -6.84 1.58 -8.01
H -4.64 2.39 2.60
H -4.53 2.54 1.08
H -2.96 -2.92 -6.71
H -3.60 0.09 4.84
H 1.86 7.16 -0.73
H -1.65 4.13 0.09
H 9.61 -7.36 2.44
H -4.73 -1.65 -4.93
H 2.16 1.21 3.58
H -1.19 0.80 0.08
H -2.88 -6.30 3.04
H -5.31 2.07 5.04
H -8.00 0.91 6.23
H 0.32 0.76 -4.55
H 2.82 -0.01 -3.04
H -1.60 -0.41 -6.08
H -6.01 0.84 4.48
H 0.06 0.56 4.10
H -2.13 -1.53 3.77
H 1.87 2.65 3.97
H 2.08 4.66 -9.31
H -2.08 -4.42 -2.48
H -0.23 -0.83 -3.46
H -0.69 3.76 -8.53
H 3.03 0.33 -4.73
H -2.15 3.93 -1.33
H 10.11 -3.90 1.18
H 8.52 -3.41 3.42
H 1.85 -0.87 -4.31
H 0.78 -1.12 6.33
H 6.56 -0.43 0.32
H 2.66 -2.93 0.92
H -1.57 -0.06 2.00
H 8.33 -6.62 2.10
H -4.19 -1.59 -2.12
H 1.40 0.53 1.55
H 4.70 -3.31 1.85
H 1.49 3.24 0.26
H 5.04 -4.62 -0.05
H 1.31 4.15 -2.26
H -2.70 -2.70 -8.19
H -2.51 -0.35 -3.64
H -3.27 3.41 7.65
H 2.61 -5.11 -2.69
H 1.09 -2.56 5.95
H 3.34 3.88 -8.95
H 2.88 4.08 -0.37
H -6.27 2.96 -8.25
H 4.92 -3.44 4.15
H -3.04 0.68 3.33
H 0.58 6.48 -1.18
H -0.83 -1.19 -0.49
H 2.21 3.09 -7.08
H -3.75 -5.07 3.24
H 12.31 -3.69 -0.05
H 3.89 -5.87 -2.36
H -0.77 -2.28 -2.67
H -0.40 -1.19 -5.56
H -9.47 4.34 10.39
H -0.34 -1.29 1.72
H 3.62 -0.03 1.38
H 8.02 -0.91 0.34
H 6.35 -2.69 1.57
H -2.76 1.72 6.05
H -3.01 3.16 -7.57
H -2.39 0.01 -1.89
H 2.61 3.07 -2.60
H -2.83 -2.34 -1.31
H -6.67 1.53 6.60
H -3.04 1.60 8.88
H -6.14 -1.07 -4.88
H 1.87 4.54 -6.82
H 1.47 2.06 -4.58
H -4.15 4.16 -7.53
H -0.49 6.10 -8.89
H 3.87 -1.34 2.56
H 2.98 -1.79 -1.39
H -2.71 4.81 7.45
H 2.91 2.34 -0.32
H -1.57 -1.10 5.38
H -4.39 -2.01 2.49
H 1.64 -1.68 1.64
H -8.44 2.52 9.40
H 8.02 -4.85 3.46
H 3.84 1.51 -8.16
H -3.70 0.36 8.31
H 3.72 -2.51 4.27
H -4.08 -3.45 2.12
H -1.19 1.68 5.30
H 8.65 -3.44 1.20
H 0.36 -1.19 3.92
H -0.13 3.65 -7.12
H -10.82 3.73 10.02
H 6.39 -3.56 -0.62
H -7.95 -0.98 5.12
H -7.60 1.27 9.17
H 3.34 1.29 -9.58

No. 2
16
Properties=species:S:1:pos:R:3 method="wB97M-V/def2-TZVPD" lumo_ev=1.3 fmax_ev_per_a=1.1 charge=0 smiles="C=CC/C=C/C" relative_energy_kj_mol=108.0 energy_ev=-6382.740 homo_ev=-9.17 spin_multiplicity=1
C 0.88 -0.29 -0.88
C 2.09 -0.26 -1.74
C -1.26 0.81 0.80
C 0.84 -0.52 0.42
C -2.45 0.59 0.26
C -0.34 -0.26 1.33
H -0.93 -1.17 1.49
H 2.23 0.76 -2.10
H 0.06 0.03 2.30
H -0.97 1.82 1.08
H -2.78 -0.43 0.06
H 2.00 -0.90 -2.62
H -3.20 1.35 0.09
H 3.00 -0.54 -1.20
H -0.03 -0.02 -1.42
H 1.82 -0.69 0.87

No. 3
144
Properties=species:S:1:pos:R:3 method="wB97M-V/def2-TZVPD" lumo_ev=0.5 fmax_ev_per_a=3.3 charge=0 smiles="COC[C@H](C)N.COC[C@H](C)N.COC[C@H](C)N.COC[C@H](C)N.COC[C@H](C)N.COC[C@H](C)N.COC[C@H](C)N.COC[C@H](C)N.NC(N)=O" relative_energy_kj_mol=230.3 energy_ev=-69036.818 homo_ev=-8.70 spin_multiplicity=1
O 12.38 1.71 13.70
O 9.30 2.18 12.29
O 12.32 -2.88 13.65
O 16.20 4.58 14.05
O 10.98 1.59 18.63
O 19.82 -0.32 15.25
O 16.61 -0.61 11.36
O 12.59 -4.06 18.10
O 16.05 1.94 19.14
N 14.15 1.43 15.07
N 7.72 4.82 12.96
N 12.03 3.17 16.35
N 18.70 2.09 14.21
N 9.84 -4.93 11.68
N 14.06 0.26 13.10
N 16.79 -0.20 14.29
N 16.66 -3.69 9.30
N 11.36 -1.45 15.77
N 15.02 3.99 21.05
C 12.85 3.78 19.90
C 12.02 -4.87 19.10
C 13.41 -1.33 16.99
C 10.68 3.21 16.89
C 17.54 4.28 14.45
C 13.52 -3.30 13.09
C 10.32 -2.58 11.46
C 15.47 5.31 15.03
C 20.24 -0.51 16.57
C 11.67 -3.08 17.64
C 17.70 2.86 14.96
C 17.50 -1.22 15.09
C 17.00 -2.73 10.41
C 17.32 0.56 10.94
C 10.90 -3.93 11.92
C 13.45 1.15 13.95
C 10.62 0.48 19.39
C 15.01 2.84 18.82
C 18.53 -2.54 10.31
C 7.42 3.67 12.07
C 14.25 3.17 20.10
C 15.99 0.74 18.44
C 16.25 -1.44 10.27
C 11.29 -3.81 13.41
C 8.71 3.16 11.43
C 19.01 -1.40 14.80
C 17.96 2.73 16.47
C 6.41 4.14 10.99
C 10.20 1.89 17.51
C 16.74 -2.54 14.91
C 9.75 3.65 15.79
C 10.19 1.32 11.61
C 12.31 -2.29 16.50
H 19.38 -2.37 15.15
H 9.44 -2.33 12.05
H 18.06 4.42 13.50
H 17.29 -3.36 15.37
H 16.94 -0.55 13.35
H 11.32 -1.71 14.80
H 16.70 2.43 14.83
H 19.48 -0.30 17.34
H 18.88 -2.00 11.21
H 17.91 4.94 15.24
H 17.12 3.16 17.01
H 11.06 -1.78 11.59
H 14.45 4.82 21.18
H 11.80 -4.20 11.37
H 17.46 -1.11 16.18
H 15.36 3.77 18.34
H 20.98 0.26 16.84
H 13.67 -0.17 12.29
H 14.66 5.80 14.48
H 11.33 0.40 20.21
H 18.88 3.26 16.74
H 14.03 2.18 20.54
H 15.26 0.03 18.85
H 10.66 -3.44 17.38
H 9.92 4.62 15.33
H 5.50 4.46 11.50
H 15.01 0.93 15.25
H 16.70 1.18 10.29
H 10.29 0.49 12.31
H 15.18 -1.67 10.31
H 16.95 0.22 18.59
H 12.63 2.52 16.86
H 10.66 3.97 17.67
H 18.18 0.28 10.33
H 11.45 -2.39 18.47
H 16.70 -2.80 13.85
H 16.50 -3.19 8.43
H 10.38 -3.64 13.99
H 14.31 -2.60 13.36
H 8.27 4.44 13.72
H 13.63 -3.40 12.00
H 19.14 -1.51 13.71
H 17.35 0.65 14.30
H 6.77 4.96 10.38
H 14.03 2.40 15.32
H 9.45 3.94 11.21
H 12.75 -5.59 19.45
H 10.47 -0.46 18.85
H 6.88 5.24 13.33
H 9.65 2.89 15.00
H 8.55 2.68 10.46
H 6.22 3.25 10.40
H 9.22 2.13 17.96
H 8.73 3.73 16.19
H 19.15 1.39 14.81
H 13.92 -4.25 13.47
H 10.05 -2.56 10.40
H 17.66 1.18 11.77
H 11.60 -4.30 19.93
H 15.90 4.27 20.65
H 13.00 -0.43 17.45
H 14.09 -1.85 17.68
H 16.39 -0.97 9.30
H 12.02 2.70 15.43
H 15.75 -2.45 15.35
H 15.06 4.70 15.84
H 11.56 -4.84 13.67
H 16.76 -3.30 11.31
H 8.94 -4.50 11.85
H 20.74 -1.45 16.83
H 12.91 4.84 19.64
H 6.87 2.94 12.67
H 17.47 -4.26 9.10
H 9.83 0.89 10.67
H 16.14 6.08 15.44
H 15.88 0.86 17.35
H 18.84 -1.85 9.52
H 11.70 -0.49 15.80
H 18.11 1.70 16.82
H 11.20 -5.48 18.70
H 10.14 1.11 16.74
H 12.28 3.22 19.16
H 19.12 -3.45 10.26
H 9.63 0.68 19.83
H 9.76 -5.11 10.68
H 14.04 -1.15 16.13
H 14.25 2.38 18.17
H 12.30 3.65 20.83
H 12.78 -3.07 15.90
H 14.93 -0.14 13.43
H 19.53 2.58 13.90
H 11.14 1.81 11.39